[1]
119
Properties=species:S:1:pos:R:3:forces:R:3 method="wB97M-V/def2-TZVPD" orbital_gap_ev=7.06 molar_mass_g_mol=1117.7 homo_energy_ev=-4.66 charge=-1 e_lumo_ha=0.088
Pb -0.8011 -1.1584 -1.2168 0.0 -0.1 -0.1
Ge -0.0152 2.9569 2.4917 0.0 0.0 0.0
O -1.8598 1.0778 -1.6086 0.1 0.0 0.0
O -0.1112 -5.1129 -3.6078 0.0 0.0 0.0
O -0.4169 -2.6555 -3.0162 0.0 0.0 0.0
N -0.4681 -1.8699 1.7073 0.0 0.0 -0.1
N -1.6092 -3.6750 -0.5166 0.0 0.0 0.0
N -0.6379 -4.4684 -0.0144 0.1 0.0 0.1
N 0.6026 -1.0266 -4.3032 0.0 0.0 0.0
N 0.2336 -3.0078 1.8956 -0.1 0.0 0.0
N 1.5820 -2.1044 -0.7635 0.0 0.1 0.0
N 1.6868 -3.3121 -0.1645 0.0 0.0 0.0
N 0.0569 -0.1389 -3.3791 0.0 0.0 0.0
C 1.2189 4.1795 1.6042 0.0 0.0 0.0
C -3.6269 -3.6347 -3.0813 0.0 0.0 0.0
C 1.6083 -2.9782 -6.0365 0.0 0.0 0.0
C 1.8732 -5.2831 -6.6218 0.0 0.0 0.0
C 0.4726 -3.1943 3.2072 0.0 0.0 0.0
C 1.5970 5.3636 2.2395 0.0 0.0 0.0
C -3.7032 4.1779 4.1827 0.0 0.0 0.0
C -1.3055 2.1747 -1.9726 0.0 0.0 0.0
C -3.9865 5.3647 3.5197 0.0 0.0 0.0
C 1.8043 1.3525 4.0805 0.0 0.0 0.0
C -2.9106 -0.5617 3.6549 0.0 0.0 0.0
C 0.4922 2.8499 5.4101 0.0 0.1 0.0
C -0.0898 -2.1482 3.9041 0.1 0.0 0.0
C 3.0278 -0.5369 -2.0350 0.0 0.0 0.0
C -1.7143 0.6858 1.8416 0.0 0.1 0.0
C -1.6243 3.9692 2.9534 0.0 0.0 0.0
C 1.7800 3.8795 0.3657 0.0 0.0 0.0
C -0.4568 1.4185 1.3743 0.0 -0.1 0.1
C 3.0724 5.9078 0.4240 0.0 0.0 0.0
C 2.5723 0.6747 -1.2250 0.0 0.0 0.0
C -2.5323 3.4887 3.8984 0.0 0.0 0.0
C 2.5115 6.2260 1.6553 0.0 0.0 0.0
C 0.8418 -3.3206 -4.9215 0.0 0.0 0.0
C 0.1999 1.0941 -3.7012 0.0 0.0 0.0
C -3.0974 5.8540 2.5736 0.0 0.0 0.0
C 2.9339 -3.7820 -0.3116 0.0 0.0 0.0
C 2.0712 1.3760 6.4688 0.0 0.0 0.0
C -3.8277 -3.9381 -1.5945 0.0 0.0 0.0
C -0.6788 -1.3460 2.9088 0.0 0.0 0.0
C 4.5001 -0.3983 -2.4104 0.0 0.0 0.0
C 0.3058 -2.2627 -4.0191 0.0 0.0 0.0
C 2.1239 -3.9384 -6.8858 0.0 0.0 0.0
C -1.1003 4.6067 -1.7159 0.0 0.0 0.0
C -2.2258 -5.8173 -0.7476 0.0 0.0 0.0
C -0.2758 2.2483 -2.9649 0.0 0.0 0.0
C -1.6872 3.4132 -1.3724 0.0 0.0 0.0
C -0.1063 4.6666 -2.7011 0.0 0.0 0.0
C -2.5731 -4.4734 -0.9615 0.0 0.0 0.0
C -4.3681 -2.7164 -0.8527 0.0 0.0 0.0
C 1.1078 2.3698 6.5601 0.0 0.0 0.0
C -1.5414 -0.1312 3.1173 0.0 0.0 0.0
C 3.6723 -2.8627 -1.0252 0.0 0.0 0.0
C 0.6005 -4.6802 -4.6628 0.0 0.0 0.0
C 1.1218 -5.6498 -5.5245 0.0 0.0 0.0
C 2.4201 0.8670 5.2246 0.0 0.0 0.0
C 2.7736 -1.8187 -1.2906 0.0 0.0 0.0
C -0.9898 -5.7601 -0.1439 0.0 0.0 0.0
C 0.8295 2.3496 4.1546 0.0 -0.1 0.0
C -1.9273 5.1595 2.2935 0.0 0.0 0.0
C 0.2737 3.4920 -3.3133 0.0 0.0 0.0
C 2.7068 4.7353 -0.2190 0.0 0.0 0.0
B 0.6130 -3.9643 0.7477 0.0 0.0 0.0
H 2.7146 -3.6471 -7.7448 0.0 0.0 0.0
H -0.3615 -4.3027 -3.0950 -0.1 0.0 0.0
H -5.3470 -2.4332 -1.2451 0.0 0.0 0.0
H 0.7435 1.2976 -4.6283 0.0 0.0 0.0
H 0.9197 -6.6885 -5.2959 0.0 0.0 0.0
H -0.2633 3.6237 5.4972 0.0 0.0 0.0
H 1.4824 2.9804 -0.1638 0.0 0.0 0.0
H 5.1312 -0.3568 -1.5186 0.0 0.0 0.0
H 3.1309 4.4892 -1.1840 0.0 0.0 0.0
H 0.8307 2.7703 7.5280 0.0 0.0 0.0
H 2.4525 -0.5725 -2.9623 0.0 0.0 0.0
H -4.5715 -4.7379 -1.5152 0.0 0.0 0.0
H 4.7056 -2.9347 -1.3158 0.0 0.0 0.0
H -4.9004 5.9038 3.7370 0.0 0.0 0.0
H -2.8111 -1.1504 4.5681 0.0 0.0 0.0
H -2.8940 -2.8386 -3.2201 0.0 0.0 0.0
H -3.3170 6.7748 2.0470 0.0 0.0 0.0
H 2.2705 -6.0494 -7.2772 0.0 0.0 0.0
H -4.4596 -2.9081 0.2173 0.0 0.0 0.0
H 1.1733 5.6161 3.2071 0.0 0.0 0.0
H 2.0777 0.9293 3.1193 0.0 0.0 0.0
H -2.3256 2.5608 4.4224 0.0 0.0 0.0
H 2.5466 0.9953 7.3645 0.0 0.0 0.0
H 1.0323 3.5108 -4.0909 0.0 0.0 0.0
H 1.7839 -1.9262 -6.2161 0.0 0.0 0.0
H 0.4025 0.7389 1.3423 0.0 0.0 0.0
H 3.1434 0.7570 -0.2956 0.0 0.0 0.0
H -1.0522 0.4857 3.8809 0.0 0.0 0.0
H -1.4151 5.5171 -1.2148 0.0 0.0 0.0
H 0.3494 5.6092 -2.9737 0.0 0.0 0.0
H -0.0800 -1.9812 4.9688 0.0 0.0 0.0
H -2.0710 0.0215 1.0519 0.0 0.0 0.0
H 3.7905 6.5771 -0.0340 0.0 0.0 0.0
H 1.0206 -4.0598 3.5412 0.0 0.0 0.0
H 3.2071 -4.7315 0.1171 0.0 0.0 0.0
H -0.6135 1.7925 0.3647 0.0 0.0 -0.1
H 4.8353 -1.2324 -3.0288 0.0 0.0 0.0
H -3.4246 -1.1779 2.9129 0.0 0.0 0.0
H -3.5371 0.3090 3.8658 0.0 0.0 0.0
H -3.2534 -4.5104 -3.6153 0.0 0.0 0.0
H -2.5225 1.4069 1.9933 0.0 0.0 0.0
H -2.7964 -6.6940 -1.0044 0.0 0.0 0.0
H -4.3958 3.7864 4.9179 0.0 0.0 0.0
H 1.5146 0.6213 -0.9602 0.0 0.0 0.0
H -0.3365 -6.5391 0.2119 0.0 0.0 0.0
H -4.5684 -3.3209 -3.5385 0.0 0.0 0.0
H 2.7918 7.1424 2.1606 0.0 0.0 0.0
H -1.2434 5.5474 1.5449 0.0 0.0 0.0
H -2.4641 3.3700 -0.6163 0.0 0.0 0.0
H 1.1379 -4.9382 1.2283 0.0 0.0 0.0
H 3.1632 0.0834 5.1453 0.0 0.0 0.0
H 2.7094 1.5912 -1.8033 0.0 0.0 0.0
H 4.6561 0.5216 -2.9769 0.0 0.0 0.0
H -3.7116 -1.8517 -0.9769 0.0 0.0 0.0

=====

[2]
21
Properties=species:S:1:pos:R:3:forces:R:3 method="wB97M-V/def2-TZVPD" orbital_gap_ev=9.62 molar_mass_g_mol=190.3 homo_energy_ev=-9.08 smiles="CN(C)[S@@](=N)(=O)c1cccs1" e_lumo_ha=0.020
S 0.6412 3.0713 0.6055 0.6 0.6 -0.3
S 1.1747 0.1861 0.6211 4.1 0.2 0.3
O 2.5080 -0.0638 -0.1019 -4.1 0.1 1.3
N 0.0288 -1.0035 0.2054 0.3 0.0 -0.9
N 1.3099 0.5925 2.1146 -3.1 1.9 -4.5
C -0.8972 -1.1229 1.3166 3.0 0.4 3.0
C 0.3615 1.5622 -0.0960 -0.2 -0.5 0.5
C -0.3774 1.6476 -1.2440 -0.2 -0.6 0.6
C -0.0198 3.8462 -0.7682 -0.3 1.6 1.6
C -0.6224 2.9662 -1.6156 1.3 1.4 -0.7
C 0.5829 -2.2613 -0.3612 2.3 1.9 1.4
H -0.8540 3.3212 -2.6031 -0.9 -0.3 -0.2
H -1.3307 -0.1574 1.6719 0.2 -0.9 -0.6
H 0.7904 -2.9760 0.4242 -0.4 -0.5 0.2
H -0.0143 4.9634 -0.7144 -0.1 -1.2 -0.5
H 1.5963 -1.9535 -0.6815 -0.4 -0.3 -0.2
H 1.7805 0.0775 2.7521 2.0 -2.3 1.9
H -0.1994 -1.5129 2.1827 -1.6 0.8 -0.8
H -1.5658 -1.9083 1.2319 -1.7 -1.2 -0.9
H -0.8808 0.8338 -1.7037 0.3 -0.8 -0.5
H 0.0989 -2.6596 -1.2044 -1.2 -0.3 -0.8

=====

[3]
12
Properties=species:S:1:pos:R:3:forces:R:3 method="wB97M-V/def2-TZVPD" orbital_gap_ev=6.33 molar_mass_g_mol=75.1 homo_energy_ev=-2.10 charge=-1 e_lumo_ha=0.156
O -1.5845 -0.0928 0.8124 -0.1 0.2 -0.3
N 1.5240 1.6900 -0.1066 0.7 0.0 -0.5
N 1.5387 -0.4662 -0.8204 1.8 0.1 -0.4
C -2.0273 -1.2408 0.1524 0.5 0.1 0.3
C 1.0603 0.5017 0.0799 -2.1 0.1 -0.7
H -2.6694 -1.8111 0.8377 -0.2 0.1 -0.3
H 1.0042 2.3709 0.4332 0.2 -0.2 0.5
H -0.6546 0.1809 0.4315 0.1 -0.2 0.8
H -1.1841 -1.9101 -0.0992 -0.1 0.1 -0.1
H -2.5609 -0.9943 -0.7764 -0.2 -0.2 0.0
H 0.9048 -1.0905 -1.2823 -0.4 -0.1 0.5
H 2.1863 -0.0729 -1.5159 -0.1 0.1 0.1